Computed, not measured: a 2-piece molecular cluster, BrNO5S overall in a non-equilibrium geometry, with ωB97M-V with the def2-TZVPD basis set.

XYZ file:
```
8
Properties=species:S:1:pos:R:3:lowdin_charge:R:1
N 0.302 1.106 1.474 -0.414
O -0.441 0.787 2.307 0.194
O 1.050 1.983 1.271 0.046
O -1.892 -0.705 -1.186 -0.434
O -0.190 -1.997 -2.375 -0.447
O 0.445 -0.009 0.362 -0.770
S -0.825 -1.712 -1.084 0.873
Br 1.552 0.548 -0.770 0.954
```

## Properties
Multiplicity = 1
E_LUMO = -1.3 eV
HOMO-LUMO gap = 9.44 eV
Charge = 0
HOMO = -10.7 eV

***

Computed, not measured: a 11-piece molecular cluster, C44H121N11O11 overall in a non-equilibrium geometry, with ωB97M-V with the def2-TZVPD basis set.

XYZ file:
```
187
Properties=species:S:1:pos:R:3:lowdin_charge:R:1
C -25.746 -17.033 5.653 -0.055
C -24.744 -15.952 6.124 -0.436
C -25.481 -14.650 6.541 -0.201
O -26.288 -14.833 7.680 -0.214
C -27.186 -13.768 7.964 -0.083
N -24.014 -16.555 7.215 0.056
H -26.522 -17.167 6.410 0.069
H -25.210 -17.979 5.461 0.075
H -26.240 -16.740 4.740 0.070
H -24.156 -15.658 5.215 0.139
H -26.045 -14.273 5.714 0.112
H -24.731 -13.862 6.776 0.108
H -26.676 -12.942 8.395 0.060
H -27.952 -14.056 8.679 0.086
H -27.667 -13.359 7.067 0.094
H -23.450 -15.774 7.592 0.054
H -24.790 -16.827 7.886 0.084
C -27.010 -16.894 9.846 -0.075
C -26.912 -18.140 10.727 -0.441
C -25.974 -19.089 10.048 -0.244
O -26.056 -20.348 10.699 -0.201
C -25.105 -21.330 10.222 -0.080
N -26.459 -17.816 12.119 0.056
H -27.778 -16.345 10.461 0.093
H -27.426 -17.067 8.886 0.059
H -26.118 -16.281 9.724 0.062
H -27.886 -18.609 10.654 0.134
H -24.936 -18.669 10.093 0.130
H -26.177 -19.218 8.972 0.128
H -24.078 -20.977 10.207 0.058
H -25.427 -21.663 9.201 0.099
H -25.170 -22.134 10.981 0.093
H -27.244 -17.270 12.526 0.081
H -26.388 -18.675 12.635 0.056
C -21.274 -17.125 10.895 -0.055
C -20.540 -18.045 9.935 -0.415
C -21.283 -19.351 9.730 -0.201
O -20.681 -20.175 8.728 -0.209
C -21.583 -20.944 7.947 -0.117
N -20.382 -17.355 8.653 0.079
H -20.661 -16.313 11.339 0.085
H -21.740 -17.628 11.737 0.074
H -22.147 -16.650 10.480 0.057
H -19.543 -18.292 10.332 0.133
H -22.251 -19.110 9.293 0.103
H -21.413 -19.961 10.645 0.135
H -21.046 -21.291 7.030 0.089
H -22.455 -20.323 7.556 0.099
H -21.913 -21.821 8.522 0.083
H -21.195 -16.887 8.404 0.022
H -20.208 -18.068 7.944 0.060
C -21.818 -19.546 4.268 -0.053
C -21.009 -18.663 5.217 -0.472
C -19.519 -18.761 4.878 -0.174
O -19.023 -19.996 5.490 -0.165
C -17.648 -19.870 5.534 -0.165
N -21.331 -17.300 4.912 0.029
H -21.604 -19.199 3.252 0.077
H -22.910 -19.360 4.478 0.083
H -21.561 -20.611 4.256 0.080
H -21.222 -18.852 6.274 0.101
H -18.969 -17.916 5.317 0.111
H -19.491 -18.666 3.808 0.118
H -17.331 -20.761 6.023 0.071
H -17.307 -19.047 6.220 0.100
H -17.059 -19.878 4.596 0.098
H -22.362 -17.146 5.064 0.067
H -20.908 -16.565 5.531 0.062
C -16.359 -14.761 8.437 -0.077
C -16.816 -14.905 9.850 -0.434
C -17.627 -13.645 10.439 -0.153
O -16.727 -12.506 10.503 -0.207
C -17.314 -11.394 11.211 -0.104
N -17.633 -16.073 10.131 0.045
H -15.843 -15.676 8.140 0.084
H -15.780 -13.825 8.326 0.083
H -17.144 -14.778 7.679 0.051
H -15.895 -14.974 10.447 0.138
H -17.848 -13.920 11.470 0.113
H -18.518 -13.525 9.835 0.091
H -18.242 -11.046 10.795 0.062
H -16.529 -10.620 11.308 0.093
H -17.570 -11.717 12.254 0.091
H -17.081 -16.919 10.032 0.078
H -18.334 -15.980 9.386 0.049
C -14.291 -14.827 4.070 -0.066
C -15.379 -13.777 4.252 -0.381
C -16.784 -14.401 4.325 -0.251
O -17.098 -14.957 3.115 -0.180
C -18.485 -15.173 2.980 -0.085
N -15.044 -12.954 5.475 0.072
H -14.158 -15.541 4.920 0.088
H -13.313 -14.306 4.045 0.081
H -14.482 -15.306 3.128 0.064
H -15.294 -13.058 3.472 0.121
H -17.518 -13.503 4.477 0.119
H -16.886 -15.049 5.170 0.112
H -18.937 -14.196 2.889 0.052
H -18.998 -15.673 3.873 0.096
H -18.641 -15.805 2.117 0.088
H -15.159 -13.342 6.384 0.022
H -15.594 -12.109 5.433 0.030
C -21.816 -8.704 8.174 -0.043
C -20.973 -9.049 6.899 -0.427
C -21.011 -7.884 5.891 -0.172
O -22.352 -7.790 5.370 -0.214
C -22.400 -7.602 3.980 -0.133
N -19.584 -9.285 7.175 0.053
H -22.890 -8.760 7.964 0.078
H -21.661 -7.676 8.535 0.086
H -21.464 -9.448 8.830 0.042
H -21.356 -10.050 6.493 0.128
H -20.387 -8.028 5.002 0.104
H -20.725 -6.929 6.323 0.125
H -22.112 -6.561 3.650 0.103
H -23.456 -7.776 3.737 0.089
H -21.727 -8.311 3.492 0.067
H -19.356 -8.511 7.755 0.071
H -19.458 -10.169 7.676 0.055
C -17.250 -10.974 1.357 -0.052
C -17.979 -11.435 2.580 -0.457
C -17.877 -10.649 3.867 -0.187
O -16.560 -10.244 4.234 -0.190
C -16.561 -9.587 5.488 -0.135
N -19.391 -11.651 2.361 0.037
H -17.579 -10.051 0.822 0.091
H -17.369 -11.816 0.667 0.084
H -16.222 -10.764 1.615 0.074
H -17.552 -12.465 2.754 0.118
H -18.246 -11.317 4.724 0.122
H -18.491 -9.746 3.756 0.124
H -17.228 -8.744 5.558 0.060
H -15.548 -9.143 5.666 0.102
H -16.809 -10.191 6.386 0.082
H -19.477 -12.471 1.755 0.085
H -19.829 -10.914 1.878 0.060
C -26.523 -10.723 11.381 -0.058
C -25.343 -11.625 11.640 -0.459
C -24.409 -11.098 12.756 -0.190
O -24.104 -9.724 12.667 -0.181
C -23.368 -9.448 11.545 -0.161
N -25.924 -12.927 11.997 0.055
H -26.208 -9.851 10.791 0.081
H -26.906 -10.355 12.318 0.082
H -27.293 -11.294 10.840 0.079
H -24.713 -11.661 10.688 0.108
H -23.438 -11.585 12.636 0.107
H -24.852 -11.306 13.750 0.142
H -22.972 -8.403 11.487 0.102
H -23.821 -9.758 10.593 0.072
H -22.380 -10.035 11.682 0.107
H -25.231 -13.621 12.190 0.063
H -26.388 -13.250 11.175 0.044
C -24.038 -11.406 5.232 -0.040
C -23.152 -11.866 4.030 -0.400
C -23.887 -11.497 2.749 -0.260
O -24.942 -12.381 2.595 -0.181
C -25.474 -12.260 1.283 -0.081
N -21.856 -11.212 4.164 0.060
H -25.064 -11.733 5.050 0.070
H -24.170 -10.333 5.153 0.070
H -23.606 -11.714 6.199 0.060
H -22.913 -12.965 4.063 0.145
H -23.165 -11.612 1.959 0.111
H -24.164 -10.424 2.715 0.134
H -25.505 -11.227 1.120 0.059
H -26.499 -12.626 1.328 0.096
H -24.774 -12.724 0.573 0.101
H -21.954 -10.253 4.361 0.012
H -21.210 -11.323 3.362 0.047
C -19.071 -12.679 7.096 -0.084
C -20.172 -13.620 7.364 -0.411
C -21.257 -12.971 8.285 -0.176
O -22.144 -14.026 8.628 -0.196
C -23.229 -13.500 9.404 -0.102
N -20.761 -14.021 6.070 0.087
H -19.369 -11.881 6.437 0.051
H -18.206 -13.174 6.614 0.067
H -18.679 -12.303 8.043 0.073
H -19.750 -14.533 7.761 0.116
H -21.742 -12.206 7.598 0.126
H -20.839 -12.489 9.158 0.113
H -23.841 -14.290 9.752 0.067
H -23.809 -12.815 8.807 0.072
H -22.942 -12.993 10.349 0.090
H -21.136 -13.236 5.539 0.049
H -21.529 -14.596 6.317 0.029
```

## Properties
Multiplicity = 1
E_LUMO = 0.4 eV
HOMO-LUMO gap = 9.20 eV
Charge = 0
SMILES = COC[C@H](C)N.COC[C@H](C)N.COC[C@H](C)N.COC[C@H](C)N.COC[C@H](C)N.COC[C@H](C)N.COC[C@H](C)N.COC[C@H](C)N.COC[C@H](C)N.COC[C@H](C)N.COC[C@H](C)N
HOMO = -8.8 eV

***

Computed, not measured: a 2-piece molecular cluster, C9H13BN2 overall in a non-equilibrium geometry, with ωB97M-V with the def2-TZVPD basis set.

XYZ file:
```
25
Properties=species:S:1:pos:R:3:lowdin_charge:R:1
C -1.621 -1.024 -1.480 -0.070
N -0.890 -0.778 -0.241 -0.224
C 0.505 -0.795 -0.262 -0.255
C 1.162 -2.049 -0.379 -0.029
C 2.534 -2.129 -0.339 -0.105
C 3.301 -0.972 -0.269 -0.100
C 2.686 0.283 -0.116 -0.080
C 1.295 0.364 -0.070 -0.011
C -1.635 -0.114 0.806 -0.059
H -0.948 -1.173 -2.358 0.101
H -2.249 -1.926 -1.353 0.081
H -2.313 -0.184 -1.684 0.084
H 0.507 -2.918 -0.468 0.116
H 2.995 -3.120 -0.412 0.106
H 4.380 -1.045 -0.266 0.095
H 3.289 1.183 -0.082 0.100
H 0.803 1.333 0.044 0.096
H -1.235 -0.426 1.741 0.099
H -2.652 -0.409 0.701 0.093
H -1.549 0.920 0.715 -0.010
B -1.998 2.758 1.644 -0.061
H -3.139 2.431 1.401 0.043
H -1.316 2.335 2.554 0.047
C -1.261 3.471 0.537 -0.199
N -0.651 3.983 -0.363 0.141
```

## Properties
Multiplicity = 1
E_LUMO = -1.2 eV
HOMO-LUMO gap = 6.77 eV
Charge = 0
SMILES = CN(C)c1ccccc1.BC#N
HOMO = -8.0 eV

***

Computed, not measured: C18H35GaN2O as an isolated structure in a non-equilibrium geometry, with ωB97M-V with the def2-TZVPD basis set.

XYZ file:
```
57
Properties=species:S:1:pos:R:3:lowdin_charge:R:1
C 0.884 -2.138 -2.046 -0.079
H 0.741 -3.194 -2.296 0.120
H 0.317 -1.543 -2.779 0.094
H 0.441 -2.026 -0.926 0.030
C 2.369 -1.793 -2.089 -0.287
H 2.501 -0.724 -1.850 0.107
H 2.888 -2.354 -1.305 0.119
C 3.023 -2.109 -3.441 -0.077
H 4.071 -1.804 -3.441 0.091
H 2.977 -3.179 -3.646 0.087
H 2.526 -1.580 -4.267 0.087
C -0.765 1.660 0.930 -0.220
C 0.306 2.014 0.067 -0.187
C 0.029 1.563 -1.248 -0.234
C -1.253 0.894 -1.241 -0.325
C -1.756 0.954 0.153 -0.296
C -3.189 0.780 0.529 -0.023
C -2.117 0.706 -2.443 -0.008
C 0.661 2.081 -2.487 -0.009
C 1.396 2.971 0.421 0.003
C -1.004 2.211 2.280 -0.006
Ga -0.449 -0.794 -0.276 0.987
H -2.966 0.047 -2.228 0.092
H -2.505 1.675 -2.804 0.129
H -1.552 0.242 -3.263 0.094
H -3.727 0.165 -0.209 0.092
H -3.311 0.310 1.519 0.085
H -3.682 1.765 0.561 0.119
H -0.070 2.304 2.849 0.080
H -1.462 3.214 2.235 0.119
H -1.684 1.570 2.854 0.093
H 2.213 2.948 -0.317 0.088
H 1.008 4.004 0.444 0.119
H 1.831 2.760 1.412 0.090
H 0.636 1.347 -3.304 0.090
H 0.108 2.975 -2.832 0.121
H 1.708 2.376 -2.340 0.090
C 1.941 -0.353 3.201 -0.005
N 0.937 -1.320 3.627 -0.089
C 1.050 -1.811 4.990 -0.022
C 0.000 -1.650 2.721 -0.381
O 0.237 -1.138 1.564 -0.038
N -1.095 -2.411 2.920 -0.084
C -1.436 -3.162 4.124 -0.014
C -2.047 -2.600 1.830 -0.015
H 2.642 -0.207 4.032 0.104
H 1.483 0.621 2.950 0.084
H 2.497 -0.713 2.323 0.107
H 0.230 -1.447 5.621 0.106
H 1.098 -2.904 5.008 0.109
H 1.981 -1.423 5.404 0.099
H -2.511 -3.057 4.305 0.109
H -1.220 -4.233 4.000 0.120
H -0.918 -2.802 5.011 0.061
H -2.527 -1.653 1.545 0.073
H -1.566 -3.043 0.949 0.091
H -2.817 -3.283 2.192 0.113
```

## Properties
Multiplicity = 1
E_LUMO = -8.2 eV
HOMO-LUMO gap = 6.48 eV
Charge = +2
HOMO = -14.7 eV

***

Q: Which of these has the highest HOMO-LUMO gap?
A: BrNO5S

***

Q: Number 4 is which compound?
A: C18H35GaN2O

***

Q: Which of these has the lowest HOMO-LUMO gap?
A: C18H35GaN2O

***

Q: Look up the charge of the fourth one.
A: +2